DFT (the ωB97M-V functional and the def2-TZVPD basis) results for a 4-piece molecular cluster, C17H35BrF5O7S2 overall.

Summary:
**HOMO level**: -11.5 eV
**LUMO**: -0.200 hartree
**Largest force on an atom**: 1.002 eV Å⁻¹
**Orbital gap**: 6.031 eV
**Charge**: +1
**Multiplicity**: 1

Structure (XYZ):
```
67
C17H35BrF5O7S2 | OMol25 | the ωB97M-V functional and the def2-TZVPD basis
Br 1.620 -0.316 0.161
S 1.625 0.136 -1.948
S -0.194 -0.743 -2.852
F 0.391 -2.782 -1.269
F -3.007 -2.452 -1.409
F -1.042 -3.136 -2.848
F -1.626 -2.877 0.191
F -1.912 -0.843 -0.447
O 2.496 -1.544 2.708
O 3.010 -4.099 -1.274
O -1.192 0.255 -2.746
O 4.329 -2.381 -0.703
O 2.648 4.127 -1.350
O 0.322 -1.169 -4.108
O -5.992 1.364 0.571
C 1.315 4.537 -1.619
C 2.879 -3.877 2.008
C 3.431 -3.019 -1.525
C -0.688 -2.313 -1.879
C 3.018 -2.246 -2.768
C -7.470 -0.535 1.105
C 2.438 4.064 1.093
C 1.611 -1.836 3.786
C 3.472 -2.544 2.427
C -1.871 -2.105 -0.853
C -7.321 0.867 0.541
C 3.080 -0.735 -2.584
C 1.132 6.041 -1.704
C 2.309 -2.019 5.120
C 3.193 4.584 -0.117
C -5.331 0.558 -1.661
C -5.043 0.630 -0.169
H 1.432 4.477 1.165
H -7.895 1.571 1.142
H -8.526 -0.798 1.170
H 1.842 6.471 -2.410
H 0.121 6.274 -2.038
H 1.072 4.084 -2.582
H 3.348 -0.190 -3.493
H 2.926 -2.918 5.141
H 1.568 -2.111 5.914
H -4.929 -0.381 0.245
H 3.262 5.675 -0.098
H 1.279 6.527 -0.739
H -6.225 -0.028 -1.877
H 0.998 -2.713 3.550
H 0.937 -0.981 3.836
H 4.058 -2.128 1.609
H 2.362 2.979 1.006
H 3.662 -4.545 1.652
H 2.961 4.310 2.016
H -4.495 0.090 -2.184
H 2.161 -3.728 1.200
H -7.034 -0.592 2.104
H -5.481 1.559 -2.067
H 2.949 -1.164 5.337
H 2.362 -4.377 2.827
H -6.983 -1.285 0.480
H 0.624 4.112 -0.881
H 3.700 -2.508 -3.584
H -4.096 1.148 -0.005
H 2.044 -2.625 -3.061
H 4.215 4.205 -0.105
H -7.727 0.915 -0.476
H 3.884 -1.763 -0.107
H 3.834 -0.482 -1.832
H 4.164 -2.670 3.265
```

Löwdin population analysis, charges in e, atoms 1 to 4: atom 1 (Br): 0.678, atom 2 (S): 0.655, atom 3 (S): 0.621, atom 4 (F): 0.103